[1]
Entry from OMol25: a 2-piece molecular cluster, C10H11F3N2 overall in a non-equilibrium geometry (ωB97M-V/def2-TZVPD).

- HOMO: -9.52 eV
- 2S+1: 1
- Orbital gap: 9.88 eV
- Molecular weight: 216.21 u
- Strongest force on any atom: 5.1 eV/Å
- Calculated total energy: -796.690001 Ha
- ΔE to the lowest compared entry with this formula, charge and spin: 3.2 kcal per mole
- SMILES: FC(F)=NCC/N=C/c1ccccc1.F

```
26
Properties=species:S:1:pos:R:3:mulliken_charge:R:1
F 0.179 -0.846 3.219 -0.218
C -0.799 0.093 3.276 0.643
F -1.981 -0.544 3.485 -0.248
N -0.692 1.293 3.173 -0.332
C 0.404 2.055 2.619 -0.576
C -0.100 2.434 1.222 -0.703
N 0.177 1.438 0.346 -0.342
C -0.733 0.668 -0.034 -0.419
C -0.374 -0.437 -0.844 0.656
C 0.710 -1.206 -0.459 0.036
C 1.232 -2.258 -1.223 -0.906
C 0.489 -2.647 -2.360 -0.428
C -0.657 -1.953 -2.739 -0.476
C -1.086 -0.852 -2.001 -0.396
H 1.272 1.424 2.520 0.369
H 0.479 2.967 3.250 0.334
H -1.117 2.752 1.359 0.445
H 0.547 3.342 0.882 0.351
H -1.852 0.651 0.304 0.325
H 1.306 -0.653 0.318 0.277
H 2.020 -2.927 -1.024 0.421
H 0.998 -3.279 -2.981 0.427
H -1.189 -1.998 -3.679 0.300
H -1.916 -0.389 -2.426 0.428
F 1.409 0.856 -3.281 -0.445
H 1.275 0.015 -2.921 0.477
```

[2]
Entry from OMol25: C10H11F3N2V as an isolated structure in a non-equilibrium geometry (ωB97M-V/def2-TZVPD).

- Total charge: +1
- HOMO (alpha / beta): -11.49 / -11.49 eV
- 2S+1: 3
- Orbital gap (alpha / beta): 3.69 / 4.66 eV
- Molecular weight: 267.15 u
- Strongest force on any atom: 8.0 eV/Å
- Calculated total energy: -1740.455556 Ha
- ΔE to the lowest compared entry with this formula, charge and spin: 0.0 kcal per mole

```
27
Properties=species:S:1:pos:R:3:mulliken_charge:R:1
V 13.898 -2.694 -17.912 1.610
F 15.638 -2.871 -17.169 -0.469
F 13.133 -2.543 -16.164 -0.407
F 12.906 1.745 -12.044 -0.281
C 11.917 1.486 -12.915 0.275
C 12.118 0.460 -13.835 -0.321
C 11.283 0.308 -14.925 -0.278
C 10.143 1.105 -15.006 -0.484
C 9.901 2.078 -14.056 -0.395
C 10.895 2.385 -13.131 -0.446
H 13.055 -0.082 -13.771 0.387
H 11.587 -0.325 -15.748 0.470
H 9.385 0.983 -15.770 0.331
H 9.038 2.721 -14.162 0.357
H 10.825 3.211 -12.433 0.378
C 13.377 -7.384 -16.565 -0.786
C 13.559 -6.012 -17.057 0.067
N 13.697 -4.949 -17.466 0.045
H 12.338 -7.399 -16.244 0.334
H 14.080 -7.508 -15.742 0.288
H 13.705 -8.029 -17.379 0.345
C 10.243 -3.327 -15.200 -0.514
C 10.845 -4.650 -15.037 0.305
N 11.356 -5.668 -14.892 -0.432
H 10.506 -3.193 -16.257 0.145
H 10.800 -2.545 -14.693 0.109
H 9.168 -3.366 -15.064 0.367
```

[3]
Entry from OMol25: C10H11F5N4O3RuSeTe as an isolated structure (ωB97M-V/def2-TZVPD).

- Total charge: +1
- HOMO (alpha / beta): -11.72 / -12.67 eV
- 2S+1: 6
- Orbital gap (alpha / beta): 8.30 / 6.28 eV
- Molecular weight: 637.84 u
- Strongest force on any atom: 0.8 eV/Å
- Calculated total energy: -4095.738040 Ha
- ΔE to the lowest compared entry with this formula, charge and spin: 32.8 kcal per mole

```
36
Properties=species:S:1:pos:R:3:mulliken_charge:R:1
Ru 0.164 -0.220 0.200 1.198
C 1.484 -2.214 4.996 -0.846
O 0.466 -1.640 4.154 -0.302
C 0.659 -1.516 2.866 0.784
O -0.235 -1.005 2.178 -0.506
N 1.803 -1.963 2.311 -0.063
N 1.917 -1.805 0.930 -0.433
H 1.086 -2.156 6.003 0.239
H 2.404 -1.631 4.939 0.382
H 1.654 -3.257 4.730 0.374
H 2.567 -2.337 2.851 0.233
H 1.943 -2.703 0.461 0.248
H 2.710 -1.230 0.656 0.338
N -0.840 -1.785 -0.610 -0.022
C -1.457 -2.661 -1.021 -0.194
C -2.239 -3.703 -1.597 0.670
C -2.263 -4.964 -0.998 -0.417
C -3.031 -5.960 -1.571 -0.586
C -3.761 -5.694 -2.724 -0.340
C -3.733 -4.436 -3.313 -0.604
C -2.972 -3.427 -2.753 -0.388
H -1.690 -5.153 -0.100 0.431
H -3.062 -6.943 -1.123 0.402
H -4.360 -6.478 -3.168 0.403
H -4.306 -4.242 -4.209 0.408
H -2.937 -2.442 -3.198 0.472
F 0.366 3.378 -1.159 -0.477
Te 1.271 1.886 -2.049 1.808
F 0.184 2.291 -3.485 -0.361
F 2.197 0.146 -0.679 -0.617
F 2.073 0.688 -3.256 -0.397
F 2.497 3.238 -2.593 -0.413
O -0.165 0.709 -1.413 -0.784
Se 1.545 4.240 1.465 0.279
C 1.007 2.546 1.313 0.385
N 0.664 1.444 1.210 -0.305
```

[4]
Entry from OMol25: an isolated molecule of C10H11N3OS in a non-equilibrium geometry (ωB97M-V/def2-TZVPD).

- HOMO: -8.09 eV
- 2S+1: 1
- Orbital gap: 7.47 eV
- Molecular weight: 221.29 u
- Strongest force on any atom: 5.3 eV/Å
- Calculated total energy: -1025.249983 Ha
- ΔE to the lowest compared entry with this formula, charge and spin: 34.8 kcal per mole

```
26
Properties=species:S:1:pos:R:3:mulliken_charge:R:1
C 0.993 1.960 0.035 -0.207
C -2.769 1.189 -0.130 -0.095
C -3.046 0.035 0.616 -0.404
C -1.674 1.269 -0.844 -1.062
C -2.340 -1.116 0.575 -0.660
C 2.791 -0.298 -0.286 0.231
C 0.485 0.594 0.318 0.518
C -0.597 0.250 -0.702 0.224
C -1.218 -1.145 -0.543 -0.254
C 1.587 -0.278 0.650 0.258
N 1.499 2.950 -0.138 -0.523
N 2.593 -0.840 -1.534 -0.324
N 1.891 -0.603 1.903 -0.293
O 3.754 0.301 0.136 -0.536
S 0.072 -2.345 -0.035 -0.354
H -3.434 2.022 -0.274 0.429
H -3.935 0.186 1.311 0.263
H -1.633 2.206 -1.375 0.362
H -2.634 -1.997 1.163 0.393
H -0.183 0.761 1.270 0.310
H -0.074 0.159 -1.790 0.245
H -1.784 -1.461 -1.377 0.523
H 2.165 -1.761 -1.545 0.203
H 3.399 -0.721 -2.137 0.279
H 1.240 -0.505 2.661 0.228
H 2.851 -0.811 2.072 0.246
```

[5]
Entry from OMol25: an isolated molecule of C10H11NO2 in a non-equilibrium geometry (ωB97M-V/def2-TZVPD).

- HOMO: -8.31 eV
- 2S+1: 1
- Orbital gap: 9.09 eV
- Molecular weight: 177.20 u
- Strongest force on any atom: 4.8 eV/Å
- Calculated total energy: -592.755540 Ha
- ΔE to the lowest compared entry with this formula, charge and spin: 105.9 kcal per mole
- SMILES: CC(=O)O/C1=C/C=C\C=C/N=C\C1

```
24
Properties=species:S:1:pos:R:3:mulliken_charge:R:1
C -3.425 -0.527 1.294 -1.086
C -2.629 -0.107 -0.004 0.731
O -2.955 -0.301 -1.172 -0.620
O -1.458 0.493 0.344 -0.354
C -0.258 0.531 -0.334 0.372
C 0.451 1.616 -0.052 0.008
C 1.819 1.770 -0.440 -0.712
C 2.753 1.037 0.179 -0.392
C 2.418 -0.065 1.097 -0.390
C 1.645 -1.087 0.863 -0.215
N 1.502 -1.812 -0.317 -0.451
C 0.879 -1.567 -1.363 -0.081
C -0.073 -0.404 -1.580 -0.741
H -3.301 -1.577 1.220 0.322
H -4.378 -0.156 1.137 0.345
H -2.913 0.079 1.943 0.343
H -0.128 2.331 0.617 0.305
H 2.164 2.674 -0.898 0.399
H 3.833 1.267 0.051 0.346
H 2.667 0.209 2.117 0.296
H 1.301 -1.655 1.693 0.327
H 0.813 -2.325 -2.078 0.472
H 0.364 0.242 -2.442 0.273
H -1.089 -0.667 -1.874 0.504
```

[6]
Entry from OMol25: a 2-piece molecular cluster, C10H11NO2 overall in a non-equilibrium geometry (ωB97M-V/def2-TZVPD).

- HOMO (alpha / beta): -8.76 / -7.64 eV
- 2S+1: 1
- Orbital gap (alpha / beta): 7.62 / 6.26 eV
- Molecular weight: 177.20 u
- Strongest force on any atom: 4.0 eV/Å
- Calculated total energy: -592.649882 Ha
- ΔE to the lowest compared entry with this formula, charge and spin: 172.2 kcal per mole

```
24
Properties=species:S:1:pos:R:3:mulliken_charge:R:1
C 2.184 0.527 -1.371 -0.449
C 1.908 -0.810 -1.153 -0.695
C 1.658 1.537 -0.529 -0.664
C 0.783 -0.129 0.923 0.529
C 1.233 -1.199 -0.065 0.973
C 0.861 1.201 0.541 0.724
C -4.208 -0.077 -0.497 -0.878
C -2.925 0.025 -0.843 0.535
C 0.815 -2.570 0.346 -1.601
C 0.176 2.171 1.496 -1.239
N -1.721 -0.001 -0.831 0.103
O 0.298 -0.512 1.972 -0.665
O -0.553 0.088 -1.202 -0.285
H 2.858 0.799 -2.182 0.404
H 1.979 -1.608 -1.880 0.363
H 1.806 2.584 -0.878 0.325
H -4.613 -1.015 -0.401 0.300
H -4.682 0.862 -0.114 0.232
H 1.607 -2.961 1.058 0.293
H -0.169 -2.494 0.819 0.269
H 0.830 -3.349 -0.313 0.527
H 0.380 1.913 2.534 0.279
H 0.348 3.206 1.344 0.403
H -0.855 1.810 1.226 0.218
```

[7]
Entry from OMol25: an isolated molecule of C10H11O2P in a non-equilibrium geometry (ωB97M-V/def2-TZVPD).

- HOMO (alpha / beta): -7.89 / -8.66 eV
- 2S+1: 1
- Orbital gap (alpha / beta): 7.89 / 7.66 eV
- Molecular weight: 194.17 u
- Strongest force on any atom: 5.0 eV/Å
- Calculated total energy: -879.304469 Ha
- ΔE to the lowest compared entry with this formula, charge and spin: 71.0 kcal per mole

```
24
Properties=species:S:1:pos:R:3:mulliken_charge:R:1
C -3.309 1.423 -0.518 -0.500
C -2.084 1.574 -1.096 -0.418
C -3.504 0.575 0.584 -0.472
C -1.023 0.691 -0.766 -0.221
C -2.520 -0.245 0.879 -0.275
C -1.292 -0.245 0.290 0.258
C 2.491 0.257 0.425 -0.555
C 1.666 -0.813 1.209 -0.739
C 2.961 -0.035 -0.978 0.089
C 2.549 -1.093 -1.823 -0.329
O -0.583 -2.445 1.647 -0.573
O 3.687 -1.231 -1.038 -0.403
P -0.031 -1.488 0.669 0.389
H -4.044 2.164 -0.797 0.323
H -1.797 2.379 -1.851 0.271
H -4.393 0.638 1.092 0.475
H -0.052 0.612 -1.330 0.237
H -2.676 -1.007 1.673 0.349
H 1.716 1.046 0.425 0.312
H 3.431 0.405 1.097 0.305
H 2.348 -1.765 1.306 0.300
H 1.515 -0.476 2.287 0.395
H 3.286 0.829 -1.486 0.469
H 1.656 -1.750 -1.900 0.310
```

[8]
Entry from OMol25: an isolated molecule of C10H11PS in a non-equilibrium geometry (ωB97M-V/def2-TZVPD).

- HOMO: -7.76 eV
- 2S+1: 1
- Orbital gap: 8.19 eV
- Molecular weight: 194.24 u
- Strongest force on any atom: 5.0 eV/Å
- Calculated total energy: -1127.108765 Ha
- ΔE to the lowest compared entry with this formula, charge and spin: 39.6 kcal per mole
- SMILES: S=P1(c2ccccc2)CC=CC1

```
23
Properties=species:S:1:pos:R:3:mulliken_charge:R:1
S -2.601 2.361 0.479 -0.407
P -1.374 0.486 -0.092 0.105
C 0.313 1.116 -0.005 0.204
C 1.013 1.538 -1.072 -0.010
C 2.395 1.876 -0.948 -0.779
C 2.852 1.973 0.301 -0.118
C 2.217 1.481 1.476 -0.778
C 0.957 0.993 1.277 -0.203
C -1.641 -0.584 -1.645 -0.469
C -2.267 -1.848 -1.188 -0.505
C -2.283 -1.985 0.129 -0.417
C -1.559 -0.974 1.025 -0.577
H 0.572 1.704 -2.060 0.425
H 2.803 2.287 -1.843 0.348
H 3.940 2.383 0.370 0.216
H 2.777 1.356 2.406 0.353
H 0.417 0.375 1.932 0.414
H -0.533 -0.581 -2.123 0.316
H -2.244 0.011 -2.334 0.334
H -2.384 -2.619 -1.892 0.430
H -2.897 -2.774 0.697 0.305
H -1.997 -0.601 2.016 0.423
H -0.580 -1.420 1.324 0.391
```

[9]
Entry from OMol25: an isolated molecule of C10H12 in a non-equilibrium geometry (ωB97M-V/def2-TZVPD).

- HOMO (alpha / beta): -4.58 / -8.77 eV
- 2S+1: 3
- Orbital gap (alpha / beta): 5.58 / 7.01 eV
- Molecular weight: 132.21 u
- Strongest force on any atom: 8.3 eV/Å
- Calculated total energy: -387.889315 Ha
- ΔE to the lowest compared entry with this formula, charge and spin: 0.0 kcal per mole

```
22
Properties=species:S:1:pos:R:3:mulliken_charge:R:1
C 0.791 0.794 -0.184 0.971
C 1.959 0.329 -0.384 0.256
C -0.054 1.974 0.086 -1.372
C -0.640 0.812 -0.079 -0.331
C -1.972 -1.405 0.347 -0.795
C -2.004 -1.114 -1.090 -0.811
C 3.224 -0.071 -0.529 -0.736
C -1.862 0.009 -0.093 1.902
C 4.147 -0.411 0.551 -1.125
C -2.997 0.794 0.394 -1.924
H 0.085 3.014 0.190 0.443
H -2.892 -1.727 0.704 0.317
H -1.053 -1.958 0.693 0.239
H -1.177 -1.105 -1.728 0.340
H -2.917 -1.371 -1.649 0.214
H 3.702 -0.126 -1.591 0.266
H 3.782 0.056 1.522 0.299
H 5.143 -0.004 0.465 0.345
H 4.387 -1.468 0.512 0.310
H -3.026 1.799 0.058 0.436
H -2.743 0.864 1.529 0.280
H -3.883 0.316 0.277 0.474
```